Entry from the Open Molecules 2025 dataset: a cluster of 4 separate species, C24H55N4O10 in total (ωB97M-V/def2-TZVPD).

Results
**Total charge**: +1
**Gap between HOMO and LUMO**: 7.31 eV
**F_max**: 0.8 eV/A
**Molecular weight**: 559.7 g mol⁻¹
**HOMO**: -0.379 hartree
**Multiplicity**: 1
**E_LUMO**: -3.01 eV

```
93
Properties=species:S:1:pos:R:3:forces:R:3
C 2.187 3.026 3.584 0.2659 -0.0485 0.2916
O 0.925 3.674 3.528 -0.1058 0.0238 0.0568
C 0.312 3.770 2.260 -0.0324 0.1383 -0.0938
C 0.136 5.248 1.875 -0.4351 -0.1864 0.0215
C -1.236 5.889 2.240 0.6137 0.2874 -0.1607
N -1.954 5.192 3.306 -0.1888 0.0762 0.1837
C -3.019 4.447 3.096 0.0758 -0.0594 -0.3312
N -3.585 4.215 1.889 -0.0089 -0.0552 0.1823
C -4.583 3.390 2.132 0.4347 0.3967 -0.5206
N -4.689 3.095 3.419 -0.4769 -0.3071 -0.1923
N -3.691 3.775 4.055 0.1399 0.0465 0.1923
H 2.088 1.991 3.930 -0.0541 0.0494 -0.1841
H 2.806 3.562 4.308 -0.0875 -0.0309 -0.0517
H 2.708 3.044 2.623 -0.1272 -0.0133 -0.0149
H -0.649 3.250 2.315 -0.0799 0.0243 -0.1224
H 0.885 3.255 1.483 0.1299 0.0489 0.1722
H 0.278 5.335 0.796 -0.0155 0.1995 0.0832
H 0.920 5.814 2.378 0.0982 -0.1054 -0.1364
H -1.074 6.909 2.595 -0.0210 -0.0899 -0.0689
H -1.876 5.972 1.362 -0.1164 -0.2618 0.2037
H -1.604 5.262 4.250 0.1465 0.0000 -0.0896
H -5.210 2.998 1.342 -0.1824 -0.0909 0.3315
H -5.346 2.474 3.866 0.1208 0.0657 0.2691
H -3.531 3.733 5.049 -0.1284 -0.1230 -0.0140
C -2.216 -3.226 -2.594 0.1535 0.0608 -0.0497
O -2.223 -1.840 -2.309 -0.1781 -0.0562 0.0735
C -3.039 -1.050 -3.151 0.1872 0.0127 -0.1378
C -3.952 -0.136 -2.368 0.0891 0.2824 -0.0309
O -4.919 -0.770 -1.555 -0.2660 0.0657 -0.0429
C -4.505 -1.513 -0.433 -0.0134 -0.2731 0.0307
C -3.857 -0.712 0.674 0.0877 -0.0722 0.2144
O -2.602 -0.184 0.294 0.0019 0.0406 -0.1517
C -2.386 1.177 0.547 0.1441 -0.1487 0.0897
H -1.431 -3.472 -3.315 -0.0460 -0.0348 -0.0446
H -2.013 -3.758 -1.663 0.0447 0.0189 0.0012
H -3.181 -3.564 -2.980 -0.0129 -0.0005 -0.0072
H -3.626 -1.674 -3.832 -0.0274 -0.0560 0.0769
H -2.393 -0.408 -3.764 -0.0726 -0.0220 -0.0906
H -4.534 0.433 -3.097 0.0032 -0.0024 -0.0092
H -3.366 0.587 -1.793 0.0404 -0.1336 -0.0350
H -3.870 -2.357 -0.713 0.0733 0.1414 0.0276
H -5.430 -1.927 -0.025 0.0124 -0.0287 0.0389
H -3.703 -1.386 1.527 -0.1154 0.0352 0.0479
H -4.542 0.086 0.991 0.0454 0.0688 -0.0560
H -3.307 1.763 0.470 -0.0426 -0.0280 -0.0581
H -1.688 1.554 -0.202 0.0464 -0.0046 0.0370
H -1.941 1.325 1.540 -0.0675 0.0994 0.0507
C 0.032 -0.715 2.880 0.0931 0.0960 -0.0773
O 1.324 -1.258 2.990 -0.0668 -0.1568 0.0143
C 1.617 -1.883 4.231 0.0586 0.1579 0.0446
C 2.129 -3.299 4.077 0.1985 -0.0478 0.0633
O 1.208 -4.222 3.533 -0.1170 -0.0781 0.0837
C 0.890 -4.158 2.154 -0.1775 0.0332 -0.1037
C 1.995 -4.562 1.202 0.0312 0.0057 -0.2013
O 3.080 -3.655 1.211 -0.0194 0.0333 0.2488
C 4.364 -4.237 1.315 -0.0065 0.0443 -0.1320
H 0.018 0.330 3.222 -0.0917 -0.0241 0.0499
H -0.259 -0.744 1.829 -0.0076 0.0463 -0.0222
H -0.704 -1.289 3.454 0.0009 0.0035 0.0010
H 0.734 -1.886 4.879 -0.0525 -0.0116 -0.0553
H 2.399 -1.302 4.734 -0.0225 -0.0226 0.0849
H 2.320 -3.662 5.091 0.0209 -0.0142 -0.0040
H 3.083 -3.318 3.548 -0.0950 0.1119 -0.1345
H 0.477 -3.184 1.879 0.1955 0.0241 0.0041
H 0.090 -4.892 2.024 0.0010 0.0130 0.0056
H 1.565 -4.583 0.192 -0.0340 -0.1124 0.0125
H 2.330 -5.577 1.442 0.0486 0.0245 0.0573
H 4.346 -5.153 1.912 -0.0118 -0.0027 0.0138
H 5.020 -3.518 1.806 -0.0099 0.0248 -0.0431
H 4.773 -4.464 0.326 0.0118 -0.0670 0.0183
C 1.200 -1.650 -2.050 -0.0185 -0.1303 -0.0411
O 1.289 -1.420 -3.442 0.1640 0.1025 0.0491
C 0.636 -0.258 -3.907 -0.1650 -0.0967 -0.0090
C 1.542 0.657 -4.704 -0.0779 0.0394 -0.2071
O 2.607 1.242 -3.980 -0.0145 0.1707 0.0674
C 3.711 0.439 -3.602 0.0706 -0.0575 0.1790
C 4.615 -0.014 -4.728 0.1502 -0.1181 -0.0224
O 3.982 -0.927 -5.603 -0.2306 0.1508 0.0131
C 4.119 -0.649 -6.980 0.0731 -0.1081 0.0207
H 0.297 -2.216 -1.808 -0.0376 0.0801 0.0939
H 2.073 -2.227 -1.745 0.0147 -0.0314 -0.0294
H 1.196 -0.712 -1.485 -0.0066 0.0150 0.0081
H 0.197 0.301 -3.073 0.0473 -0.0254 0.0513
H -0.186 -0.564 -4.568 -0.0299 0.0825 0.0078
H 0.923 1.505 -5.014 0.0028 -0.0048 -0.0256
H 1.891 0.170 -5.616 0.0583 -0.1453 0.1384
H 3.400 -0.408 -2.986 -0.0451 -0.0736 -0.1738
H 4.316 1.092 -2.967 0.0022 -0.0153 0.0140
H 5.479 -0.511 -4.271 0.0642 0.0999 0.0092
H 4.983 0.861 -5.274 -0.0622 0.0059 -0.0458
H 4.170 0.426 -7.175 -0.0073 0.0119 0.0075
H 3.245 -1.051 -7.492 0.0219 -0.0440 0.0132
H 5.013 -1.128 -7.391 0.0256 0.0608 -0.0291
```
Positions in Å, forces in eV/Å.

=====

Entry from the Open Molecules 2025 dataset: a cluster of 2 separate species, C24H56BClN2O2P in total at a distorted geometry (ωB97M-V/def2-TZVPD).

Results
**Total charge**: +1
**Gap between HOMO and LUMO**: 8.34 eV
**F_max**: 1.1 eV/A
**Molecular weight**: 482.0 g mol⁻¹
**HOMO**: -0.417 hartree
**Multiplicity**: 1
**E_LUMO**: -3.01 eV

```
87
Properties=species:S:1:pos:R:3:forces:R:3
C -12.879 0.052 -2.698 0.1011 0.0338 -0.0943
C -11.858 -0.372 -1.630 -0.1234 -0.0895 -0.0375
C -11.691 -1.891 -1.539 0.0631 0.0693 -0.0236
C -10.885 -2.490 -2.713 -0.1588 -0.1845 0.2398
C -9.677 -3.354 -2.299 0.0752 0.0119 -0.1543
C -8.389 -2.969 -3.024 0.0651 0.0464 0.1999
C -7.228 -3.915 -2.735 -0.0561 0.0310 -0.0494
C -5.959 -3.562 -3.523 -0.0854 0.0348 0.1230
C -5.033 -2.572 -2.791 0.0202 -0.0730 -0.1376
C -3.751 -3.206 -2.244 -0.0054 -0.0119 -0.0255
C -2.647 -2.178 -1.990 0.0009 -0.1016 -0.0277
C -1.558 -2.659 -1.030 0.2211 0.0033 -0.2373
C -0.793 -1.523 -0.349 -0.0453 0.0257 0.0927
C 0.077 -1.990 0.833 0.0698 0.0279 -0.0906
C 1.590 -1.952 0.562 -0.0797 0.0550 -0.0062
C 2.287 -0.671 1.050 0.1286 -0.0986 -0.1527
C 3.701 -0.915 1.575 -0.0363 0.1685 -0.0634
C 4.260 0.291 2.329 0.1318 -0.1076 -0.0620
C 5.752 0.118 2.679 -0.0996 -0.0149 -0.0855
C 6.679 1.022 1.844 -0.1802 -0.1162 0.0977
P 7.113 2.566 2.635 0.1118 -0.1304 0.1046
Cl 5.469 3.685 2.816 -0.0873 0.0827 0.0408
C 8.338 3.419 1.595 0.0326 0.0787 -0.0341
C 8.194 4.938 1.415 0.0971 0.0541 -0.0176
C 8.973 5.735 2.469 -0.0385 -0.1525 0.0819
C 10.416 6.042 2.048 -0.0272 0.0451 0.0579
N 10.582 6.992 0.970 0.1041 -0.0314 -0.0152
B 7.905 2.286 4.416 -0.2724 -0.2459 0.3752
N 7.935 3.293 5.399 0.2550 0.5839 -0.8791
O 8.409 1.034 4.497 0.3361 0.2507 -0.3666
H -13.080 -0.761 -3.398 0.0044 0.0000 0.0051
H -12.527 0.896 -3.293 -0.0265 0.0417 0.0586
H -13.828 0.345 -2.249 -0.0293 -0.0736 -0.0167
H -12.173 0.005 -0.655 0.0559 0.0852 -0.0189
H -10.886 0.077 -1.850 0.0202 -0.0125 0.0788
H -12.685 -2.345 -1.500 0.0167 -0.0173 0.0840
H -11.201 -2.140 -0.595 0.0097 -0.0080 -0.0132
H -10.539 -1.677 -3.358 -0.0151 -0.0117 -0.0205
H -11.553 -3.112 -3.310 0.0535 0.1353 -0.1828
H -9.880 -4.407 -2.511 -0.0351 0.0006 0.0833
H -9.510 -3.283 -1.220 0.0007 0.0025 -0.0059
H -8.107 -1.954 -2.717 -0.0165 0.0303 -0.1300
H -8.570 -2.935 -4.104 -0.0076 -0.0151 0.0066
H -7.010 -3.877 -1.662 0.0238 -0.1378 -0.0068
H -7.543 -4.939 -2.956 0.0021 0.0181 -0.0223
H -5.409 -4.477 -3.756 0.0599 0.0349 0.0220
H -6.257 -3.136 -4.485 -0.0116 -0.0621 -0.0185
H -4.753 -1.755 -3.463 0.0045 -0.0142 -0.0043
H -5.587 -2.119 -1.963 0.0480 0.1281 -0.0425
H -3.399 -3.953 -2.962 0.0712 0.0012 0.0432
H -3.964 -3.751 -1.319 -0.0617 0.0042 -0.0172
H -3.092 -1.249 -1.617 -0.0265 -0.0644 0.1076
H -2.189 -1.931 -2.953 -0.0418 0.1677 0.0337
H -0.840 -3.265 -1.594 -0.0394 -0.1300 0.1124
H -1.981 -3.324 -0.272 -0.1066 0.1287 0.0520
H -0.157 -1.026 -1.090 -0.0605 0.0768 0.0026
H -1.511 -0.769 -0.014 -0.0186 -0.0370 0.0222
H -0.144 -1.375 1.710 0.0393 -0.0397 0.0344
H -0.208 -3.008 1.110 -0.0465 -0.0015 -0.0609
H 2.070 -2.819 1.021 -0.0063 0.0382 0.0749
H 1.748 -2.050 -0.516 0.0816 -0.1479 0.0275
H 1.686 -0.189 1.827 0.0095 -0.0481 0.0366
H 2.362 0.038 0.219 -0.1382 0.1211 0.0975
H 3.706 -1.786 2.237 0.0310 0.0051 -0.0018
H 4.365 -1.135 0.733 -0.0096 -0.1241 0.0324
H 3.679 0.455 3.238 -0.0458 0.0547 -0.0417
H 4.129 1.179 1.700 -0.0539 0.0628 0.1054
H 5.925 0.263 3.747 0.0428 0.0253 -0.0103
H 6.046 -0.912 2.470 0.0012 -0.0084 0.0534
H 6.212 1.262 0.885 0.1841 -0.0473 -0.1045
H 7.642 0.545 1.632 0.0178 0.0290 0.0293
H 8.338 2.889 0.640 -0.1067 0.0071 -0.0003
H 9.297 3.197 2.078 0.0345 -0.0627 -0.1049
H 8.584 5.175 0.423 -0.0355 0.0621 0.0142
H 7.145 5.232 1.398 -0.0141 -0.0736 -0.0243
H 9.009 5.162 3.404 -0.0731 0.0419 0.0212
H 8.453 6.667 2.702 0.0471 0.0417 -0.0659
H 10.957 6.421 2.917 0.0042 -0.0059 -0.0036
H 10.921 5.113 1.761 0.0013 -0.0012 -0.0003
H 10.285 6.656 0.066 -0.0512 0.0040 -0.0017
H 10.153 7.887 1.160 -0.0336 0.0062 -0.0117
H 8.828 3.562 5.793 -0.1289 -0.3638 0.5121
H 7.419 4.140 5.194 -0.0622 -0.0253 0.0864
H 8.957 0.848 5.266 -0.0260 -0.1235 0.2041
O 5.286 0.455 -1.280 0.0226 0.2696 0.1056
H 5.397 0.612 -2.224 0.0526 -0.1211 -0.0225
H 4.651 1.127 -1.010 -0.1295 -0.0911 -0.0466
```
Positions in Å, forces in eV/Å.